{"formula": "C27H38F3N2OS", "method": "wB97M-V/def2-TZVPD", "symbols": ["C", "C", "C", "C", "N", "S", "C", "C", "N", "O", "C", "C", "C", "H", "H", "H", "H", "H", "H", "H", "H", "H", "H", "H", "H", "H", "H", "H", "H", "H", "H", "H", "H", "H", "H", "H", "F", "C", "C", "C", "C", "C", "C", "H", "H", "H", "H", "H", "F", "C", "C", "C", "C", "C", "C", "H", "H", "H", "H", "H", "F", "C", "C", "C", "C", "C", "C", "H", "H", "H", "H", "H"], "xyz": [[3.195191, -2.925733, 2.512207], [2.469541, -3.115791, 1.136515], [3.176899, -2.335953, -0.026241], [3.029182, -0.793580, 0.115180], [1.764606, -0.319953, -0.581088], [0.601196, -0.136822, 0.680759], [0.287276, 1.662171, 0.818415], [0.214332, 2.149308, 2.312955], [1.557582, 2.189054, 2.933667], [-0.794078, -0.913826, 0.214370], [-1.472268, -1.229798, 1.482719], [-2.944201, -1.632756, 1.250202], [-3.109437, -3.072125, 0.636591], [4.268455, -3.170514, 2.462562], [3.043241, -1.901285, 2.902451], [2.720280, -3.639911, 3.211601], [2.551849, -4.196397, 0.905594], [1.391816, -2.870093, 1.214667], [4.231825, -2.666673, -0.013983], [2.701012, -2.609117, -0.988667], [2.932800, -0.577857, 1.204097], [3.904389, -0.221965, -0.235122], [2.005251, 0.613487, -0.926312], [-0.636305, 2.007918, 0.322794], [1.143806, 2.172736, 0.329788], [-0.268717, 3.141608, 2.267521], [-0.431077, 1.503186, 2.941262], [1.853190, 1.217582, 3.018970], [1.426183, 2.516624, 3.887201], [-0.890329, -1.962286, 2.079559], [-1.459665, -0.289940, 2.083594], [-3.487421, -1.545217, 2.210212], [-3.381904, -0.884638, 0.563274], [-3.809816, -3.630437, 1.277803], [-3.584831, -2.952721, -0.354510], [-2.151892, -3.594246, 0.477438], [5.515686, 4.515110, -2.046951], [4.651448, 4.734141, -1.045873], [4.111539, 3.655441, -0.369204], [3.218803, 3.882255, 0.668662], [2.867643, 5.181818, 1.014981], [3.415536, 6.256875, 0.324664], [4.317096, 6.033799, -0.709223], [4.389047, 2.649144, -0.656514], [2.796813, 3.044929, 1.206576], [2.167581, 5.355772, 1.823536], [3.140754, 7.269256, 0.590634], [4.759433, 6.858667, -1.252453], [-6.097119, -3.728258, -0.292217], [-7.034831, -3.168171, 0.495603], [-6.912440, -1.836425, 0.849869], [-7.882097, -1.257912, 1.659036], [-8.953815, -2.018733, 2.111057], [-9.060287, -3.356714, 1.750266], [-8.098419, -3.935829, 0.933008], [-6.066300, -1.262038, 0.493182], [-7.802097, -0.214821, 1.936823], [-9.706615, -1.567372, 2.744695], [-9.892925, -3.949553, 2.105493], [-8.169400, -4.973915, 0.634819], [3.291792, 1.985842, -2.898813], [2.823753, 1.235390, -3.922445], [3.720905, 0.585038, -4.749326], [3.237591, -0.189474, -5.795674], [1.867335, -0.295607, -6.007830], [0.978690, 0.367807, -5.171248], [1.458079, 1.135201, -4.117301], [4.784324, 0.686640, -4.573113], [3.928759, -0.709224, -6.445917], [1.493311, -0.896227, -6.826973], [-0.087431, 0.288708, -5.339699], [0.779910, 1.654369, -3.450167]], "atomic_forces_ev_per_a": [[-1.0, -0.2, -0.3], [1.1, -0.1, 0.0], [-0.7, 0.0, 0.3], [0.3, -1.1, 0.9], [-0.4, 0.7, 1.7], [0.0, -0.6, -0.9], [-0.3, 0.9, 0.4], [0.1, -0.7, -0.1], [-0.9, -0.1, -0.3], [1.6, 1.0, 0.2], [-0.9, 0.6, 1.4], [0.7, -0.4, -0.6], [-0.5, 1.0, -0.2], [-0.4, 0.2, -0.1], [0.3, -0.5, 0.0], [0.3, 0.5, -0.1], [-0.3, 0.6, -0.1], [0.5, -0.1, 0.0], [-0.4, 0.4, -0.2], [0.5, 0.0, 0.4], [0.4, 0.1, -0.6], [-0.6, -0.2, -0.3], [-0.6, -0.1, -0.4], [0.3, -0.7, -0.1], [-0.4, -0.4, 0.2], [0.5, -0.3, 0.1], [-0.2, 0.2, -0.7], [0.2, 0.1, 0.2], [0.3, 0.1, 0.0], [-0.3, 0.1, -0.7], [-0.2, -0.5, -0.3], [0.5, 0.0, -0.4], [0.2, -0.3, 0.4], [0.5, -0.1, -0.4], [0.2, -0.3, 0.5], [-0.4, 0.1, 0.3], [0.0, 0.0, 0.0], [-0.3, 0.1, 0.3], [0.1, -0.2, -0.1], [0.1, 0.2, -0.3], [-0.1, 0.0, 0.0], [0.0, -0.2, 0.0], [0.0, 0.1, -0.1], [0.1, 0.1, 0.0], [0.2, 0.1, 0.1], [0.0, 0.0, 0.0], [0.0, 0.0, 0.0], [0.0, 0.0, 0.0], [0.1, 0.0, -0.1], [-0.4, 0.2, 0.3], [0.2, 0.1, -0.1], [-0.1, -0.2, 0.0], [0.0, 0.0, 0.0], [0.2, 0.2, 0.0], [0.0, -0.2, -0.1], [0.0, 0.0, -0.1], [0.0, 0.0, 0.0], [0.0, 0.0, 0.0], [0.0, 0.0, 0.0], [0.0, 0.0, 0.0], [0.0, 0.0, 0.2], [-0.2, -0.4, -0.6], [0.2, 0.0, 0.1], [-0.3, 0.1, 0.1], [0.0, 0.0, 0.0], [0.2, -0.1, 0.0], [0.0, 0.1, 0.2], [0.0, 0.0, 0.0], [0.0, 0.0, 0.0], [0.0, 0.0, 0.0], [0.0, 0.0, 0.0], [0.0, 0.1, -0.1]], "multiplicity": 1, "homo_energy_ha": -0.407, "gap_ev": 8.0, "total_charge": 1}

{"formula": "C27H38N9O7S3", "method": "wB97M-V/def2-TZVPD", "symbols": ["C", "C", "H", "O", "C", "O", "O", "C", "C", "C", "C", "C", "C", "H", "H", "H", "H", "H", "H", "H", "H", "H", "H", "H", "O", "C", "O", "C", "C", "C", "H", "H", "S", "C", "N", "N", "N", "N", "C", "H", "C", "N", "C", "H", "H", "H", "C", "H", "H", "H", "H", "H", "H", "C", "H", "H", "S", "C", "N", "C", "O", "C", "N", "C", "O", "C", "C", "C", "S", "C", "N", "N", "H", "H", "H", "H", "H", "H", "H", "H", "H", "H", "H", "H"], "xyz": [[-0.347902, 0.556593, 4.372908], [-0.384622, 0.224595, 2.893197], [-0.852952, -0.750042, 2.686173], [0.939543, 0.229803, 2.414588], [1.200987, -0.386159, 1.244035], [0.390214, -1.000677, 0.605154], [2.461137, -0.325253, 0.883706], [3.430377, 0.383189, 1.698645], [3.406070, 1.876374, 1.381963], [3.878581, 2.140784, -0.044073], [5.284292, 1.586281, -0.250530], [5.298382, 0.084691, 0.013488], [4.804381, -0.225983, 1.422896], [4.758383, -1.305995, 1.571684], [5.498491, 0.188763, 2.155336], [6.307980, -0.310004, -0.110071], [4.649806, -0.415854, -0.704884], [5.623618, 1.787284, -1.268643], [5.973399, 2.084214, 0.434178], [3.863088, 3.214806, -0.236067], [3.187815, 1.661109, -0.741306], [2.396084, 2.260956, 1.520976], [4.064463, 2.381190, 2.090182], [3.167270, 0.224084, 2.749596], [-1.103272, 1.231342, 2.198901], [-2.172558, 0.901516, 1.494946], [-2.695216, -0.190073, 1.516924], [-2.647475, 2.020761, 0.634073], [-3.882360, 2.011852, 0.064999], [-4.968185, 1.121846, 0.542818], [-5.932716, 1.627257, 0.479602], [-4.795487, 0.770796, 1.557533], [-5.232882, -0.412000, -0.463962], [-3.624046, -0.757506, -0.979644], [-2.752206, 0.053742, -1.545043], [-1.702100, -0.689478, -1.812650], [-1.872317, -1.906851, -1.465769], [-3.073933, -1.998850, -0.933414], [-3.632807, -3.192140, -0.365868], [-3.897642, -2.972503, 0.672908], [-2.672965, -4.374387, -0.463261], [-1.349402, -4.135923, 0.098181], [-1.394043, -3.618346, 1.454917], [-0.375907, -3.555154, 1.833351], [-1.806220, -2.612028, 1.451216], [-1.982026, -4.252594, 2.133135], [-0.581048, -5.367509, 0.037782], [0.412476, -5.192042, 0.445546], [-1.046846, -6.181378, 0.611469], [-0.490680, -5.687639, -0.999436], [-3.173280, -5.226039, 0.030599], [-2.530211, -4.630030, -1.517580], [-4.554221, -3.437506, -0.903964], [-4.260242, 2.900551, -1.079670], [-4.983292, 2.387745, -1.714432], [-4.693531, 3.848932, -0.751373], [-2.844534, 3.278666, -2.160452], [-1.922044, 3.972481, -0.762182], [-1.739984, 3.008393, 0.306822], [-0.372756, 3.252031, 0.424134], [0.411271, 3.129825, 1.310922], [-0.390126, 4.141100, -0.847969], [0.249357, 3.503609, -1.966021], [0.499197, 2.180795, -1.913433], [0.263254, 1.524920, -0.920130], [1.114242, 1.582166, -3.177216], [1.703421, 0.246147, -2.870075], [2.976397, -0.169527, -3.015398], [3.166814, -1.803462, -2.449559], [1.489673, -1.853167, -2.014195], [0.888902, -0.716007, -2.326503], [0.875127, -2.910119, -1.517744], [1.421144, -3.700399, -1.218879], [-0.076426, -2.827382, -1.139476], [-0.123379, -0.542605, -2.085327], [3.816840, 0.361330, -3.411266], [1.872080, 2.248470, -3.587641], [0.305719, 1.471551, -3.906130], [0.349503, 4.025417, -2.823124], [-0.011674, 5.156555, -0.723873], [-2.443996, 4.871549, -0.420386], [-1.357290, 0.561200, 4.773229], [0.247881, -0.183354, 4.898090], [0.099110, 1.538679, 4.497857]], "atomic_forces_ev_per_a": [[0.1, 0.1, -0.6], [-0.4, -0.9, 0.4], [0.2, 0.4, 0.0], [0.4, 0.3, 0.0], [-0.4, -0.3, 0.2], [-0.4, 0.0, 0.0], [0.3, 0.1, -0.2], [0.6, 0.4, 0.7], [-0.3, -0.3, -0.3], [0.2, 0.1, 0.2], [-0.2, -0.1, -0.2], [0.2, 0.1, 0.2], [-0.4, -0.1, -0.3], [0.0, 0.0, 0.1], [0.0, 0.0, 0.1], [0.0, -0.1, -0.1], [0.0, 0.0, 0.0], [0.1, 0.1, 0.0], [0.1, 0.1, 0.0], [-0.1, 0.0, -0.1], [-0.1, 0.0, -0.1], [0.1, 0.0, 0.1], [0.0, 0.0, 0.1], [0.0, 0.0, -0.2], [0.1, 0.3, 0.1], [-0.4, -0.5, 0.0], [0.0, 0.1, 0.1], [-0.8, 0.1, -0.1], [0.5, 0.1, 0.5], [0.2, -0.6, 0.3], [0.0, 0.0, 0.0], [-0.1, 0.1, -0.1], [-0.3, 0.2, -0.1], [0.2, -0.4, -0.2], [-0.9, 0.2, -0.1], [0.1, -0.1, 0.0], [0.3, -0.7, -0.2], [-0.2, 1.5, -0.2], [0.0, -0.8, 0.3], [0.0, 0.0, -0.1], [0.0, 0.1, -0.1], [-0.1, -0.2, 0.2], [0.0, 0.0, 0.0], [0.0, 0.0, 0.1], [0.0, 0.1, 0.1], [0.0, -0.1, 0.0], [-0.1, 0.0, 0.0], [0.1, 0.0, 0.0], [0.0, 0.0, 0.0], [0.0, -0.1, -0.1], [0.0, 0.1, -0.1], [-0.1, -0.1, 0.1], [0.1, 0.0, 0.1], [0.4, 0.2, -0.2], [-0.1, 0.0, 0.1], [-0.1, -0.1, 0.0], [0.2, 0.3, 0.1], [-0.6, 0.2, -0.5], [-0.2, 0.0, 0.1], [0.5, 0.7, 0.5], [0.2, 0.1, -0.1], [-0.1, 0.1, 0.0], [-0.1, 0.4, 0.0], [0.3, 0.0, -0.5], [0.0, -0.4, -0.2], [-0.1, -0.2, 0.2], [0.7, 0.1, -0.2], [-0.4, -0.1, 0.1], [-0.4, 0.0, 0.0], [0.5, 0.0, -0.4], [-0.1, -0.4, 0.2], [-0.1, -0.2, 0.1], [0.0, 0.1, 0.0], [0.1, -0.2, 0.0], [0.2, 0.0, -0.1], [0.2, 0.2, -0.1], [0.0, 0.0, 0.0], [0.0, 0.1, -0.1], [0.1, -0.1, 0.0], [-0.1, -0.1, 0.1], [0.1, -0.1, 0.0], [-0.1, 0.0, 0.0], [0.0, -0.1, 0.1], [0.0, 0.1, 0.1]], "multiplicity": 1, "homo_energy_ha": -0.396, "gap_ev": 8.6, "total_charge": 1}

{"formula": "C27H39AsN6S2TeY", "method": "wB97M-V/def2-TZVPD", "symbols": ["Y", "C", "C", "N", "C", "C", "N", "C", "C", "C", "N", "C", "C", "N", "C", "H", "H", "H", "H", "H", "H", "H", "H", "H", "H", "H", "H", "H", "H", "H", "H", "H", "H", "H", "H", "H", "H", "H", "H", "S", "C", "C", "C", "C", "N", "C", "C", "C", "S", "C", "N", "H", "H", "C", "As", "C", "C", "C", "C", "C", "C", "C", "C", "H", "H", "H", "H", "H", "H", "H", "H", "H", "H", "H", "H", "H", "Te"], "xyz": [[-0.457765, 0.505918, -0.723994], [-0.107576, 4.247163, 1.365389], [1.273050, 3.402328, -0.916762], [0.748908, 2.409738, -1.892644], [-0.080499, 3.020037, -2.942776], [-1.349127, 3.559194, -2.323323], [-2.089002, 2.483120, -1.654449], [-3.375185, 2.995274, -1.164903], [-3.890233, 2.189177, 0.007616], [-4.047373, 0.706397, -0.341727], [-2.904809, -0.112330, 0.079430], [-2.965265, -0.552674, 1.475595], [-2.197649, 0.383022, 2.395175], [-0.827842, 0.551295, 1.907862], [-0.120129, 1.721780, 2.489439], [-0.218901, 4.932865, 0.533434], [-0.975687, 4.117781, 2.001440], [2.362993, 3.354285, -0.906007], [0.985215, 4.414144, -1.208613], [1.524289, 1.929436, -2.337615], [-0.326656, 2.241582, -3.667781], [0.456239, 3.829347, -3.453475], [-1.957916, 4.042796, -3.100591], [-1.122114, 4.317527, -1.570538], [-2.250958, 1.742960, -2.349999], [-4.114251, 2.987569, -1.978706], [-3.237412, 4.037810, -0.870298], [-4.838473, 2.608221, 0.353644], [-3.174242, 2.309796, 0.819978], [-4.124571, 0.588303, -1.426451], [-4.972448, 0.304413, 0.091304], [-2.839179, -0.906454, -0.557395], [-2.513366, -1.545364, 1.539468], [-4.003951, -0.653560, 1.816530], [-2.225713, 0.002820, 3.425274], [-2.662432, 1.367215, 2.420757], [-0.303980, -0.291415, 2.125540], [0.731164, 1.384225, 3.082605], [-0.789274, 2.285432, 3.141710], [0.495064, 2.735799, 0.835519], [2.191990, 2.452620, 1.389088], [2.808966, 3.445948, 2.118250], [4.119312, 3.277730, 2.551167], [4.757501, 4.311868, 3.313565], [5.253290, 5.150557, 3.924575], [4.793808, 2.089660, 2.228870], [4.154415, 1.101520, 1.495869], [2.832130, 1.255450, 1.061912], [2.095930, -0.070707, 0.164150], [6.149579, 1.878153, 2.652928], [7.236115, 1.694953, 2.980311], [2.234603, 4.344057, 2.334172], [4.685339, 0.190472, 1.254885], [-0.204342, -3.676100, 1.553825], [-0.561588, -2.683836, -0.107038], [-1.834848, -3.911964, -0.919627], [1.131755, -3.136232, -1.038983], [1.277443, -4.567056, -1.428016], [1.947409, -5.479243, -0.614914], [2.054820, -6.814979, -0.978316], [1.497462, -7.260630, -2.167061], [0.837187, -6.358288, -2.992138], [0.728124, -5.026627, -2.626814], [0.154877, -4.679991, 1.325090], [-1.117419, -3.754571, 2.145965], [0.549039, -3.141637, 2.133082], [-1.406140, -4.910217, -0.996769], [-2.096080, -3.518733, -1.900926], [-2.727524, -3.950415, -0.292083], [1.917933, -2.816733, -0.354652], [1.145046, -2.485968, -1.914909], [2.399857, -5.131881, 0.307123], [2.583070, -7.506042, -0.332782], [1.583005, -8.301083, -2.454120], [0.406097, -6.693805, -3.927308], [0.213080, -4.320665, -3.269703], [-1.304188, -0.642552, -3.138331]], "atomic_forces_ev_per_a": [[-0.6, 0.7, 0.8], [0.0, -0.1, -0.1], [0.1, 0.0, 0.0], [0.1, 0.1, -0.1], [0.1, 0.0, 0.0], [0.0, -0.1, -0.1], [0.1, 0.1, 0.0], [0.0, -0.1, -0.1], [0.0, 0.0, 0.0], [0.0, 0.0, 0.0], [0.0, 0.0, -0.1], [0.0, -0.1, 0.0], [0.1, 0.0, 0.0], [-0.1, 0.0, 0.1], [0.0, -0.1, 0.0], [0.0, 0.0, 0.0], [0.0, 0.0, 0.1], [0.0, 0.0, 0.0], [0.0, 0.0, 0.0], [0.0, 0.0, 0.0], [0.0, 0.0, 0.0], [0.0, 0.0, 0.0], [0.0, 0.0, 0.0], [0.0, 0.0, 0.0], [0.0, 0.0, 0.0], [0.0, 0.0, 0.0], [0.0, 0.0, 0.1], [0.0, 0.0, -0.1], [0.0, 0.0, 0.0], [0.0, 0.0, 0.0], [0.0, 0.0, 0.0], [-0.1, 0.0, 0.0], [0.0, 0.0, 0.0], [0.0, 0.0, 0.0], [0.0, 0.0, 0.0], [0.0, 0.0, 0.0], [0.0, 0.0, 0.0], [0.0, 0.0, 0.0], [0.0, 0.0, 0.0], [0.0, -0.1, 0.0], [0.0, 0.1, 0.1], [0.0, -0.1, -0.1], [0.0, 0.0, 0.0], [0.0, 0.0, 0.0], [0.0, 0.0, 0.0], [-0.1, 0.0, 0.0], [0.0, 0.0, 0.0], [0.0, -0.2, -0.1], [0.2, 0.1, 0.1], [0.1, 0.0, 0.0], [0.0, 0.0, 0.0], [0.0, 0.0, 0.0], [0.0, 0.0, 0.0], [-0.1, 0.0, 0.0], [0.5, 0.2, -0.1], [-0.1, 0.0, 0.1], [-0.1, 0.0, 0.0], [0.0, 0.0, 0.0], [0.0, 0.0, 0.0], [0.0, 0.0, 0.0], [0.0, 0.0, 0.0], [0.0, 0.0, 0.0], [0.0, 0.0, 0.0], [0.0, 0.0, 0.0], [0.0, 0.0, 0.0], [0.0, 0.0, 0.0], [0.0, 0.0, 0.0], [0.0, 0.0, 0.0], [0.0, 0.0, 0.0], [0.0, 0.0, 0.0], [0.0, 0.0, 0.0], [0.0, 0.0, 0.0], [0.0, 0.0, 0.0], [0.0, 0.0, 0.0], [0.0, 0.0, 0.0], [0.0, 0.0, 0.0], [-0.1, -0.5, -0.6]], "multiplicity": 1, "homo_energy_ha": -0.142, "gap_ev": 6.2, "total_charge": -1}

Q: What is the formula in the first record?
A: C27H38F3N2OS